Entry 1:
ORCA calculation (ωB97M-V/def2-TZVPD) on a cluster of 2 separate species, C2H6N2OS in total.

Computed properties:
calculated total energy	-18031.044	eV
LUMO	0.0003	Ha
gap between HOMO and LUMO	0.3117	hartree
max |F|	3.1	eV/A
HOMO level	-8.5	eV

```
12
C2H6N2OS (ωB97M-V/def2-TZVPD)
C 2.20242 -0.42097 1.10873
C -0.88836 -1.36344 -1.11116
N 1.40863 0.40840 1.41078
N -0.93854 1.25585 0.26954
O 3.04268 -1.16220 0.82071
S -1.47850 0.18798 -1.20219
H -1.32633 -2.00055 -0.36030
H 0.22188 -1.57070 -1.20013
H -0.32895 0.80367 -1.94013
H 0.69715 0.89499 0.96156
H -1.29467 0.78277 1.07542
H -1.31742 2.18420 0.16717
```

Atomic partial charges in e from the natural (NBO) method, atoms 1 to 2: 0.85 -0.93

Entry 2:
ORCA calculation (ωB97M-V/def2-TZVPD) on a structure of composition ArH18O9.

Computed properties:
calculated total energy	-33074.259	eV
LUMO	0.0004	Ha
gap between HOMO and LUMO	0.4009	hartree
max |F|	0.8	eV/A
HOMO level	-10.9	eV

```
28
ArH18O9 (ωB97M-V/def2-TZVPD)
Ar -0.62911 0.22441 -0.18061
O -2.30192 1.48072 2.46436
H -3.19646 1.16110 2.58210
H -1.74804 0.73943 2.70918
O 1.56473 -1.68004 1.31962
H 2.40371 -1.91409 1.71657
H 1.78612 -1.02125 0.66143
O 2.05555 -1.89488 -1.80052
H 1.62413 -1.90405 -2.65493
H 2.11707 -2.81742 -1.55282
O -2.34606 -3.37095 1.17576
H -3.23953 -3.14656 1.43575
H -2.29745 -3.12945 0.25081
O -3.48108 1.96328 -1.30744
H -3.17795 2.86623 -1.40245
H -2.99609 1.62527 -0.55460
O 3.39614 0.10437 -0.35057
H 2.88312 -0.45384 -0.93491
H 3.81901 -0.50554 0.25393
O 2.56602 2.97078 -0.81962
H 3.06803 2.96591 -1.63461
H 2.63200 2.07390 -0.49176
O -1.72512 1.02825 -3.56448
H -2.06365 1.38796 -2.74458
H -2.06831 1.61087 -4.24198
O 0.07312 -0.03123 3.25480
H 0.47186 -0.68716 2.68297
H 0.81020 0.35390 3.72873
```

Atomic partial charges in e from the natural (NBO) method, atoms 1 to 2: 0.00 -0.96

Entry 3:
ORCA calculation (ωB97M-V/def2-TZVPD) on a structure of composition C4H4Br2O.

Computed properties:
calculated total energy	-146341.709	eV
LUMO	0.0197	Ha
gap between HOMO and LUMO	0.3643	hartree
max |F|	4.3	eV/A
HOMO level	-9.4	eV

```
11
C4H4Br2O (ωB97M-V/def2-TZVPD)
C 1.48351 1.26680 -1.46819
C 0.52542 0.33647 -1.63381
C 1.20214 0.88402 -2.84544
C -0.68528 -0.71400 0.08784
O -0.42003 -0.54514 -1.34143
Br 0.41098 2.12180 -4.04470
Br 2.29804 -0.50317 -3.85290
H 1.94613 2.01182 -0.95796
H -1.12622 -1.79724 0.35839
H -1.41690 0.00265 0.57603
H 0.28480 -0.56744 0.61229
```

Atomic partial charges in e from the natural (NBO) method, atoms 1 to 2: -0.29 0.37

Entry 4:
ORCA calculation (ωB97M-V/def2-TZVPD) on an isolated molecule of C4H8O2.

Computed properties:
calculated total energy	-8370.945	eV
LUMO	0.0361	Ha
structure (SMILES)	C[C@H](C=O)CO
gap between HOMO and LUMO	0.3961	hartree
max |F|	2.0	eV/A
HOMO level	-9.8	eV

```
14
C4H8O2 (ωB97M-V/def2-TZVPD)
C -1.25370 -1.02371 0.07364
C -0.20800 -0.04070 0.58183
C 1.25778 -0.32716 0.21119
O 1.64986 0.91930 -0.40821
C -0.28214 1.29232 -0.19440
O -0.45566 1.30373 -1.41683
H -2.26138 -0.69447 0.35139
H -1.10226 -2.02812 0.48207
H -1.20679 -1.06846 -1.01818
H -0.31652 0.12821 1.66147
H 1.91080 -0.50168 1.07340
H 1.39567 -1.14638 -0.50234
H 1.13754 0.96009 -1.27901
H -0.26522 2.22703 0.38397
```

Atomic partial charges in e from the natural (NBO) method, atoms 1 to 2: -0.61 -0.34

Entry 5:
ORCA calculation (ωB97M-V/def2-TZVPD) on a structure of composition C11H29B6CaF20N3OSn.

Computed properties:
calculated total energy	-101103.663	eV
LUMO	-0.0765	Ha
gap between HOMO and LUMO	0.3272	hartree
max |F|	3.7	eV/A
HOMO level	-11.0	eV

```
72
C11H29B6CaF20N3OSn (ωB97M-V/def2-TZVPD)
Ca 9.79794 -2.56592 -9.07730
Sn 11.86220 1.72766 -8.06241
B 10.32770 -0.25010 -9.92446
H 10.19819 0.82787 -10.29179
H 11.42049 -0.45114 -9.64187
H 9.78613 -0.29953 -8.95481
H 9.90419 -0.92274 -10.69801
C 5.40093 1.18154 -15.30953
C 5.60578 2.28369 -14.28267
N 5.91268 1.67259 -12.97370
C 7.17968 1.56552 -12.46687
C 7.06023 1.17021 -11.16483
N 5.70706 1.03693 -10.86473
C 5.05409 1.29238 -12.01607
C 5.17568 0.51932 -9.63372
H 6.30647 0.58969 -15.44912
H 5.14798 1.62734 -16.27341
H 4.57611 0.50157 -15.09870
H 4.67956 2.85119 -14.22787
H 6.47606 2.90402 -14.48047
H 8.03798 1.67796 -13.10537
H 7.75206 0.91970 -10.37474
H 3.98606 1.14714 -11.96537
H 4.19065 0.94164 -9.44448
H 5.81914 0.97745 -8.87876
H 5.23861 -0.56549 -9.61956
C 9.47312 -0.55864 -13.84951
N 10.31038 -1.54606 -14.61139
C 11.70268 -1.01368 -14.83691
C 10.37137 -2.73830 -13.72515
C 9.61229 -1.85298 -15.95948
C 9.94022 -3.24242 -16.54199
O 11.24939 -3.11793 -17.10690
H 9.13587 0.15584 -14.60421
H 10.08215 -0.00172 -13.14063
H 8.62592 -1.08788 -13.41945
H 12.20972 -0.79442 -13.89944
H 11.61728 -0.08805 -15.40531
H 12.28809 -1.72469 -15.41406
H 11.15632 -3.39654 -14.09657
H 9.43181 -3.28666 -13.68772
H 10.65353 -2.51593 -12.70480
H 9.98320 -1.04893 -16.59056
H 8.53489 -1.83752 -15.80491
H 9.19728 -3.61537 -17.24736
H 10.13709 -4.01449 -15.79665
H 11.66145 -3.96834 -17.28194
B 11.71911 -4.42641 -10.51109
F 10.46184 -4.78097 -10.11359
F 12.08826 -4.98503 -11.73725
F 11.67951 -3.03198 -10.54985
F 12.52017 -4.73831 -9.41029
B 12.52690 -1.52785 -7.02685
F 11.75880 -0.87082 -6.06276
F 13.10174 -2.66920 -6.42809
F 11.67076 -1.96262 -8.04957
F 13.51746 -0.66401 -7.45247
B 7.27582 -2.45534 -10.34648
F 6.71045 -1.67692 -11.37117
F 6.45465 -3.42804 -9.87350
F 8.42799 -2.99994 -10.89445
F 7.68412 -1.62200 -9.28731
B 11.12561 4.46636 -9.82196
F 12.31371 3.77809 -10.00689
F 10.07150 3.55063 -9.78811
F 11.23983 5.23683 -8.68298
F 10.94219 5.33011 -10.92350
B 8.36638 2.38478 -7.04933
F 7.54493 2.70601 -6.02025
F 7.64555 2.78692 -8.24652
F 9.53998 3.15927 -7.04435
F 8.78001 1.04986 -7.13871
```

Atomic partial charges in e from the Löwdin method, atoms 1 to 2: 1.64 1.95

Entry 6:
ORCA calculation (ωB97M-V/def2-TZVPD) on an isolated molecule of C3H6N2O.

Computed properties:
calculated total energy	-8235.122	eV
LUMO	0.0172	Ha
structure (SMILES)	[H]/N=C(/C=O)NC
gap between HOMO and LUMO	0.3713	hartree
max |F|	0.8	eV/A
HOMO level	-9.6	eV

```
12
C3H6N2O (ωB97M-V/def2-TZVPD)
C 1.65783 -0.43645 -0.17867
N 0.53066 0.28883 0.37902
C -0.75777 0.01650 -0.04064
N -1.17460 -0.92849 -0.79172
C -1.82453 1.05660 0.25873
O -1.61581 2.24167 0.34858
H 1.69552 -1.50935 0.07656
H 2.58362 0.02982 0.17550
H 1.63202 -0.33797 -1.27019
H 0.63297 0.54378 1.35298
H -0.42828 -1.58686 -1.02195
H -2.83776 0.61620 0.30535
```

Atomic partial charges in e from the natural (NBO) method, atoms 1 to 2: -0.42 -0.61

Entry 7:
ORCA calculation (ωB97M-V/def2-TZVPD) on a cluster of 2 separate species, C15H16F3N3O2S in total.

Computed properties:
calculated total energy	-43366.356	eV
LUMO	-0.0166	Ha
structure (SMILES)	O=C1c2ccccc2C(=O)N1SC(F)(F)F.C=C1N(C)CCN1C
gap between HOMO and LUMO	0.2339	hartree
max |F|	3.3	eV/A
HOMO level	-6.8	eV

```
40
C15H16F3N3O2S (ωB97M-V/def2-TZVPD)
C -4.22211 1.39761 -2.42522
N -2.86508 1.86342 -2.29709
C -2.53897 3.27113 -2.38426
C -1.01278 3.28664 -2.21566
N -0.67499 1.88917 -2.15634
C 0.67962 1.41722 -2.11835
C -1.77054 1.09637 -2.07863
C -1.72677 -0.26092 -1.71394
H -4.32906 0.42569 -1.94292
H -4.91646 2.09768 -1.94586
H -4.50985 1.28136 -3.48019
H -2.84221 3.70344 -3.35085
H -3.02437 3.86081 -1.58891
H -0.51184 3.78067 -3.05716
H -0.74158 3.83392 -1.29412
H 0.78160 0.56124 -2.78680
H 1.35053 2.21600 -2.46340
H 0.98898 1.07408 -1.12464
H -0.76155 -0.75800 -1.83184
H -2.67093 -0.79736 -1.69306
F -2.46503 -2.88711 -0.35215
C -1.25916 -2.72704 0.28399
F -1.27050 -3.46667 1.42554
F -0.27124 -3.22405 -0.51671
S -1.08468 -0.94971 0.59057
N 0.45786 -1.20993 1.53314
C 1.71047 -0.96464 0.94751
O 1.95074 -0.60512 -0.19988
C 2.67066 -1.24319 2.03280
C 1.98779 -1.53562 3.19620
C 2.68478 -1.84952 4.36187
C 4.08746 -1.85783 4.32090
C 4.77682 -1.56788 3.12241
C 4.05921 -1.26268 1.96552
C 0.51646 -1.47427 2.93091
O -0.41936 -1.60739 3.69795
H 2.12404 -2.07958 5.26874
H 4.66743 -2.09335 5.21728
H 5.86895 -1.58967 3.10933
H 4.52568 -1.04489 1.01337
```

Atomic partial charges in e from the natural (NBO) method, atoms 1 to 2: -0.39 -0.42